1.
23
Properties=species:S:1:pos:R:3:forces:R:3 method="wB97M-V/def2-TZVPD" relative_energy_kcal_mol=0.00 homo_energy_ev=-9.42 lumo_energy_ev=0.71 total_energy_ev=-32792.9147
H 2.713854 -1.192217 0.563081 -0.271 -0.020 0.150
N 2.573808 -0.211955 0.323004 0.811 -0.087 -0.263
C 1.476037 0.272167 0.681152 -0.204 0.034 0.368
C 0.330400 -0.359361 1.428833 -0.013 -0.199 0.192
C -0.222247 0.622512 2.463737 0.098 -0.136 -0.209
C 0.714680 -1.688175 2.073314 -0.100 0.170 -0.208
H 1.336722 1.327098 0.442244 -0.122 0.227 -0.062
H -0.454360 -0.551838 0.684819 0.002 0.021 0.134
H 0.516034 0.811639 3.241072 0.057 0.048 0.090
H -0.480180 1.571786 1.998516 -0.058 0.140 0.007
H -1.117082 0.218200 2.928723 -0.093 -0.007 0.065
H -0.130621 -2.097579 2.621885 -0.050 -0.052 0.026
H 1.541370 -1.552367 2.769548 0.072 -0.018 0.051
H 1.005392 -2.413222 1.315891 0.054 -0.132 0.006
O -1.047739 1.687457 -1.386508 0.051 0.254 -0.026
P -0.411657 0.248622 -1.857475 0.020 0.275 -1.001
O -1.656641 -0.724573 -1.545428 -0.132 -0.397 0.155
C -0.709926 0.509487 -3.700676 0.138 -0.114 0.512
Cl -2.427498 0.857314 -4.034750 -0.150 0.019 -0.149
H -0.518744 2.131307 -0.719325 0.074 -0.018 0.101
H -2.468400 -0.419355 -1.976758 -0.182 -0.025 -0.053
H -0.121756 1.348501 -4.068862 0.003 -0.039 0.069
H -0.441445 -0.395446 -4.246037 -0.004 0.057 0.045

2.
35
Properties=species:S:1:pos:R:3:forces:R:3 method="wB97M-V/def2-TZVPD" charge=-2 spin_multiplicity=4 relative_energy_kcal_mol=11.26 homo_energy_ev="-4.37 / -4.37" lumo_energy_ev="4.20 / 4.12" total_energy_ev=-113820.6782
Co -0.625060 -0.155052 -0.003114 -0.186 -1.121 -0.446
Cl 1.425162 -1.993339 -2.542731 -0.431 -1.016 -0.889
O 0.919191 -0.928333 -1.710628 -0.209 1.043 0.739
O 0.333757 -2.880829 -2.870173 0.585 0.370 -0.071
O 2.037129 -1.442053 -3.727485 -0.353 0.030 0.264
O 2.435842 -2.714741 -1.807173 0.306 -0.205 0.474
Cl -2.472780 0.863488 -2.963776 -0.150 -0.060 -1.901
O -3.757825 1.459287 -2.757136 -0.495 0.048 0.099
O -1.975525 0.413686 -1.693148 0.643 -0.353 1.529
O -2.574006 -0.271222 -3.863320 0.070 0.767 0.657
O -1.578173 1.858948 -3.507980 0.137 -0.176 0.175
Cl -1.701829 1.456722 3.060578 0.053 -0.947 0.684
O -2.808935 0.778466 3.706640 0.578 0.410 -0.461
O -1.890940 2.881849 3.137125 0.108 0.058 -0.143
O -0.451255 1.070826 3.679503 -0.377 0.279 -0.110
O -1.647369 1.064013 1.652646 -0.098 0.043 -0.597
B -1.365477 -2.213866 0.514907 -1.034 -1.156 0.685
H -1.431695 -1.767828 -0.540939 -0.037 0.860 -1.996
H -2.422762 -2.308795 0.986449 -1.220 0.249 0.342
H -0.941329 -3.293492 0.495756 0.955 -0.940 -0.293
H -0.747652 -1.574899 1.241779 1.142 1.359 1.424
C 1.072455 3.845402 -0.061229 -1.453 0.334 -0.121
N 1.073689 2.573775 -0.827417 1.431 -0.688 0.549
O 1.846628 2.486442 -1.748910 -0.463 0.119 -0.081
O 0.401462 1.663292 -0.382316 -0.343 0.436 -0.129
H 0.512199 4.518335 -0.714622 0.398 0.264 0.091
H 2.077771 4.175670 0.156389 0.149 -0.111 -0.289
H 0.473164 3.717024 0.836250 0.139 -0.255 0.050
C 2.044113 -2.495088 1.517779 -0.702 -0.616 0.544
N 1.974948 -1.082650 1.986441 0.246 -1.992 -0.127
O 1.267736 -0.364907 1.333713 -0.075 1.610 -0.322
O 2.521679 -0.806488 3.022930 0.344 0.631 0.293
H 2.860068 -3.061812 1.955817 0.467 0.598 -0.147
H 1.956490 -2.549608 0.436461 0.081 0.084 -0.002
H 1.159130 -2.922223 2.000936 -0.207 0.043 -0.474

3.
16
Properties=species:S:1:pos:R:3:forces:R:3 method="wB97M-V/def2-TZVPD" spin_multiplicity=2 relative_energy_kcal_mol=34.23 homo_energy_ev="-2.50 / -10.18" lumo_energy_ev="0.41 / 0.31" total_energy_ev=-9761.3913
N 1.225741 0.520496 0.429082 1.148 0.819 0.160
C 1.429251 -0.003634 -0.746749 -0.888 -2.215 -2.772
N 0.376048 -0.658326 -1.271878 1.463 -0.023 -2.405
N 2.623137 -0.028772 -1.418585 -2.924 0.815 2.729
H 0.278294 0.487581 0.808113 0.676 0.093 0.520
H 2.131365 0.690311 0.851701 -0.396 0.611 1.309
H 0.496845 -1.137366 -2.247157 -0.515 1.214 2.274
H -0.489564 -0.620733 -0.697917 0.561 -0.884 -0.887
H 3.347394 0.535332 -1.035958 1.048 0.179 -0.228
H 2.582157 -0.621995 -2.200176 0.847 -0.712 -1.496
H -2.046948 -0.272520 0.363991 -0.043 -0.409 0.585
H -1.937016 -1.805195 0.447005 -1.070 -1.633 -0.080
O -1.432642 -1.022056 0.486107 0.188 1.923 0.359
H -3.225493 1.561561 1.420852 -0.314 0.331 -0.170
H -2.833955 1.234249 2.892783 0.828 -0.298 -2.417
O -2.524620 1.141068 1.918793 -0.610 0.188 2.517

4.
13
Properties=species:S:1:pos:R:3:forces:R:3 method="wB97M-V/def2-TZVPD" relative_energy_kcal_mol=109.60 homo_energy_ev=-10.19 lumo_energy_ev=-0.94 total_energy_ev=-10742.8620
C 0.449427 0.208915 1.187223 3.673 -1.283 -5.946
C -0.713496 -0.244344 0.228262 -0.964 1.815 0.460
C -0.355086 -0.686696 -1.171068 2.093 -2.205 -0.172
C 0.408880 0.033307 -2.189462 1.415 2.738 -5.523
H 0.265584 1.626049 2.913647 -0.866 -5.078 -2.208
H -1.093466 0.428114 2.008895 2.155 0.438 2.769
H 1.641330 0.017352 -0.392368 -0.081 0.265 1.345
H 0.149831 -1.719338 -1.270701 -0.863 1.207 0.947
H -1.286313 -0.801978 -1.579332 -2.438 -0.495 -1.397
N -0.006064 0.413658 2.391451 -3.240 5.489 2.945
N 1.647417 0.300948 0.611117 -2.446 0.052 1.457
N 0.799150 0.447069 -3.256887 -1.678 -2.017 5.807
O -1.907194 -0.023058 0.519223 3.240 -0.926 -0.483